# 1
The following is a quantum chemistry calculation of an isolated ion of composition C5H11N2 and charge +1 in a non-equilibrium geometry, from the Open Molecules 2025 dataset.

Cartesian coordinates (Å):
C (-1.1383, -1.4157, 0.0573)
C (-0.5816, -0.2266, 0.7143)
N (-1.2904, 0.9611, 0.0258)
C (0.0532, 1.5747, -0.3225)
C (0.7201, 0.4047, 0.1961)
C (1.9340, -0.4757, -0.6263)
N (2.0379, 0.2432, 0.6635)
H (-0.8874, -1.5122, -0.9639)
H (-2.3277, -1.5682, 0.2808)
H (-0.6880, -2.1642, 0.6507)
H (-0.8088, -0.1262, 1.8181)
H (-2.1297, 1.4602, 0.5865)
H (-1.6349, 0.6453, -0.9950)
H (0.2343, 2.5577, 0.1000)
H (0.0760, 1.6562, -1.3664)
H (1.9288, -1.6125, -0.7392)
H (2.4065, -0.0906, -1.5918)
H (2.0961, -0.3112, 1.5120)

Orbital gap in eV: 9.63
Total charge: +1
ΔE to the lowest compared entry with this formula, charge and spin in eV: 3.870
Highest occupied orbital energy in eV: -13.20
E_LUMO in eV: -3.57
SMILES: C[C@@H]1[NH2+]C[C@]12CN2

---

# 2
The following is a quantum chemistry calculation of a 2-piece molecular cluster, C3H5O2S2 overall in a non-equilibrium geometry, from the Open Molecules 2025 dataset.

Cartesian coordinates (Å):
C (3.0823, -0.0555, -0.0770)
C (-0.5772, 0.7774, -0.5538)
C (0.2345, -0.1708, 0.3959)
O (3.1058, -1.2042, -0.2057)
O (3.1665, 1.0601, 0.0940)
S (-0.7125, -0.7125, 1.9216)
S (0.1560, -1.7266, -0.8324)
H (-0.7355, 1.7927, -0.0940)
H (-1.5578, 0.4758, -0.9474)
H (0.1293, 1.1144, -1.3437)
H (0.0081, -1.7125, 2.3988)
H (0.3962, -0.9130, -1.8249)

Orbital gap in eV: 5.69
Total charge: -1
ΔE to the lowest compared entry with this formula, charge and spin in eV: 2.489
Highest occupied orbital energy in eV: -2.16
E_LUMO in eV: 3.53

---

# 3
The following is a quantum chemistry calculation of a 7-piece molecular cluster, C4H21NO7 overall in a non-equilibrium geometry, from the Open Molecules 2025 dataset.

Cartesian coordinates (Å):
C (-2.0690, -1.1018, -2.3166)
N (-1.1229, -0.5515, -1.3451)
C (0.2710, -0.3566, -1.7117)
C (-1.2697, -1.3453, -0.0996)
C (-0.6666, -2.7384, -0.1231)
O (-0.0833, -3.1652, 0.9586)
H (-3.0807, -0.7879, -2.0034)
H (-1.9372, -0.4877, -3.2383)
H (-2.0247, -2.2074, -2.3728)
H (0.4066, 0.7363, -1.7332)
H (0.6081, -0.8529, -2.6469)
H (1.0207, -0.8313, -1.0524)
H (-2.3807, -1.3195, 0.1087)
H (-0.9335, -0.7728, 0.7715)
H (-0.3298, -3.2998, -1.0194)
H (1.4275, 0.2426, 3.1668)
H (1.0056, -0.2790, 1.8707)
O (0.8695, 0.5282, 2.4300)
H (-1.6795, 1.5819, -1.0067)
H (-1.6727, 3.0675, -0.5134)
O (-2.2026, 2.2822, -0.5944)
H (3.5374, 0.6170, 0.3824)
H (2.6210, 1.2633, 1.4959)
O (3.5238, 1.1598, 1.1686)
H (-0.3706, 2.1181, 2.6321)
H (-1.5993, 2.0348, 1.6201)
O (-0.8404, 2.5391, 1.9094)
H (2.5532, -1.9545, 0.6650)
H (1.4138, -2.1475, 1.8703)
O (2.1753, -1.6635, 1.4872)
H (1.1568, 2.1390, -0.9489)
H (0.5982, 2.7307, 0.5096)
O (1.0750, 2.8222, -0.3209)

Orbital gap (spin up / spin down) in eV: 4.01 / 7.06
Total charge: -1
ΔE to the lowest compared entry with this formula, charge and spin in eV: 0.204
2S+1: 2
Highest occupied orbital energy (spin up / spin down) in eV: -0.89 / -3.95
E_LUMO (spin up / spin down) in eV: 3.12 / 3.11

---

# 4
The following is a quantum chemistry calculation of C4H8O3 as an isolated structure in a non-equilibrium geometry, from the Open Molecules 2025 dataset.

Cartesian coordinates (Å):
O (-3.5457, 0.6329, 0.2922)
C (-2.4983, 0.1384, -0.0559)
C (-1.2382, 0.1790, 0.7650)
C (0.0017, 0.3616, -0.0791)
C (1.3056, -0.0672, 0.4784)
O (0.3930, -0.8083, -0.7825)
H (-2.4363, -0.4367, -1.0073)
H (-1.3130, 0.9763, 1.5169)
H (-1.1805, -0.7863, 1.2967)
H (0.0285, 1.2756, -0.6860)
H (1.9205, 0.7691, 0.8311)
H (1.2969, -0.8255, 1.2702)
O (2.5816, -0.0803, -1.2780)
H (1.4731, -0.5884, -1.5857)
H (3.2112, -0.7403, -0.9762)

Orbital gap in eV: 9.48
Total charge: 0
ΔE to the lowest compared entry with this formula, charge and spin in eV: 5.861
Highest occupied orbital energy in eV: -9.32
E_LUMO in eV: 0.16

---

# 5
The following is a quantum chemistry calculation of C37H35ClKN5O3 as an isolated structure in a non-equilibrium geometry, from the Open Molecules 2025 dataset.

Cartesian coordinates (Å):
K (0.7683, -0.2633, -0.0349)
C (2.8891, 0.2816, 4.0895)
N (1.4442, 0.2288, 3.9563)
C (0.7769, -0.7288, 4.8226)
C (-0.2692, -1.5310, 4.0471)
C (0.3784, -2.5038, 3.0518)
N (-0.3345, -2.5259, 1.7897)
C (-0.5587, -3.6261, 1.1952)
C (-1.1019, -3.7548, -0.1534)
C (-1.3443, -5.0365, -0.6631)
C (-1.7662, -5.2595, -1.9594)
C (-1.9195, -4.1407, -2.8059)
C (-1.6814, -2.8653, -2.3548)
C (-1.2931, -2.5826, -0.9896)
O (-1.1232, -1.3990, -0.5808)
C (0.7893, 1.5328, 3.8385)
C (0.4348, 2.0203, 2.4201)
C (1.5688, 2.6510, 1.6091)
N (2.5283, 1.6496, 1.1883)
C (3.1043, 1.7874, 0.0628)
C (4.0560, 0.8236, -0.4884)
C (5.0220, 1.2785, -1.3910)
C (6.0038, 0.4577, -1.9197)
C (6.0036, -0.8962, -1.5328)
C (5.0448, -1.3970, -0.6819)
C (3.9762, -0.5857, -0.1440)
O (3.0327, -1.0922, 0.5348)
H (3.2114, 0.7799, 5.0254)
H (3.3108, 0.8026, 3.2301)
H (3.2972, -0.7324, 4.0785)
H (0.3068, -0.2367, 5.6863)
H (1.5278, -1.4126, 5.2296)
H (-0.8640, -0.8311, 3.4585)
H (-0.9541, -2.0546, 4.7262)
H (0.4806, -3.5044, 3.5089)
H (1.3911, -2.1338, 2.8329)
H (-0.2967, -4.5765, 1.6894)
H (-1.1789, -5.8859, -0.0039)
H (-1.9439, -6.2637, -2.3236)
H (-2.2176, -4.2949, -3.8388)
H (-1.7788, -2.0053, -3.0127)
H (1.4052, 2.3019, 4.3325)
H (-0.1484, 1.4865, 4.4002)
H (-0.3577, 2.7717, 2.5088)
H (0.0301, 1.1788, 1.8550)
H (2.0758, 3.4039, 2.2297)
H (1.1347, 3.1765, 0.7481)
H (2.9191, 2.6817, -0.5480)
H (4.9984, 2.3316, -1.6714)
H (6.7414, 0.8410, -2.6158)
H (6.7689, -1.5610, -1.9266)
H (5.0359, -2.4482, -0.4073)
Cl (0.6047, 0.7004, -7.5455)
C (0.6467, 0.9205, -5.7936)
C (1.8846, 0.9743, -5.1282)
C (1.9261, 1.1350, -3.7697)
C (0.7366, 1.3052, -2.9591)
O (0.8103, 1.4489, -1.7097)
C (-0.5155, 1.2461, -3.6924)
C (-1.8104, 1.3445, -3.0460)
N (-2.0733, 1.8696, -1.9104)
C (-3.3951, 1.9494, -1.5011)
C (-4.4361, 2.3280, -2.3363)
C (-5.7755, 2.3629, -1.8950)
C (-6.0981, 2.0352, -0.6083)
C (-5.0637, 1.7030, 0.2998)
C (-5.3250, 1.3817, 1.6517)
C (-4.2904, 1.1215, 2.4986)
C (-2.9733, 1.2135, 1.9970)
N (-2.6848, 1.4822, 0.7528)
C (-3.7059, 1.7033, -0.1175)
C (-0.5183, 1.0263, -5.0831)
H (2.7988, 0.8544, -5.6982)
H (2.8752, 1.1269, -3.2415)
H (-2.6438, 0.9234, -3.6365)
H (-4.1992, 2.6117, -3.3546)
H (-6.5541, 2.6531, -2.5918)
H (-7.1286, 2.0309, -0.2677)
H (-6.3546, 1.3416, 1.9905)
H (-4.4609, 0.8561, 3.5343)
H (-2.1308, 1.0559, 2.6654)
H (-1.4701, 0.9565, -5.6018)

Orbital gap in eV: 5.73
Total charge: -2
ΔE to the lowest compared entry with this formula, charge and spin in eV: 1.235
Highest occupied orbital energy in eV: -1.63
E_LUMO in eV: 4.11

---

# 6
The following is a quantum chemistry calculation of a 2-piece molecular cluster, C4H5FO overall in a non-equilibrium geometry, from the Open Molecules 2025 dataset.

Cartesian coordinates (Å):
C (1.2602, 0.5776, -0.1978)
C (-0.7111, 0.8782, 1.2451)
C (0.0219, 0.2836, 0.1597)
C (-0.9702, -1.0401, -1.0908)
O (-1.8785, 0.7258, 1.5030)
F (-0.4013, -2.1884, -0.8524)
H (1.7657, 0.2863, -1.2165)
H (1.9080, 1.2999, 0.2092)
H (-0.0759, 1.5293, 1.9532)
H (-1.9383, -0.9248, -0.8185)
H (-0.6821, -0.7446, -2.1412)

Orbital gap in eV: 9.78
Total charge: 0
ΔE to the lowest compared entry with this formula, charge and spin in eV: 2.713
Highest occupied orbital energy in eV: -9.67
E_LUMO in eV: 0.11

---

no.,molar mass (g mol⁻¹),E_tot (hartree)
1,99.157,-306.24127
2,137.205,-1064.14730
3,195.212,-746.37224
4,104.105,-382.74942
5,672.270,-2990.62678
6,88.081,-330.38806